C34H47F5N10O2S2Zr as an isolated structure, computed with ωB97M-V with the def2-TZVPD basis set.

The relative energy (zero: lowest compared OMol25 entry of this formula, charge and spin) comes out at 142.3 kJ/mol. The net charge is +2. The HOMO-LUMO gap comes out at 8.90 eV.

Positions of all 101 atoms, in Å:
Zr (-1.60639, 0.73045, 0.07835)
C (-1.64363, 0.80837, 3.10975)
N (-0.67652, -0.26549, 3.22588)
C (0.36017, -0.09026, 4.24173)
C (-0.63794, -1.30901, 2.37345)
N (-1.06428, -1.16089, 1.10632)
C (-1.40014, -2.34424, 0.37633)
C (-2.41244, -3.17538, 0.84788)
C (-2.73275, -4.35239, 0.19173)
C (-2.05709, -4.71099, -0.96646)
C (-1.09091, -3.86230, -1.48067)
C (-0.75439, -2.68581, -0.81984)
N (-1.80658, 0.31555, -1.75374)
C (-1.98111, 0.25929, -3.06450)
N (-1.39306, 1.17944, -3.88172)
C (-2.16467, 1.83886, -4.93672)
C (-0.31801, 2.00394, -3.35190)
N (-2.69570, -0.71996, -3.63916)
C (-3.59959, -1.56649, -2.87119)
C (-2.58486, -1.06437, -5.05035)
N (-0.15398, -2.46581, 2.86732)
C (0.61798, -3.42355, 2.09337)
C (-0.43329, -2.88590, 4.23756)
H (-1.69987, 1.32731, 4.06517)
H (-2.63355, 0.42320, 2.88852)
H (-1.34154, 1.58946, 2.39164)
H (0.70271, 0.94240, 4.21191)
H (1.20948, -0.72772, 4.01614)
H (-0.01359, -0.30409, 5.24407)
H (-2.95000, -2.88221, 1.74160)
H (-3.51937, -4.98498, 0.58065)
H (-2.30455, -5.62731, -1.48465)
H (-0.60403, -4.10690, -2.41552)
H (-3.11489, 1.33971, -5.09629)
H (-1.60726, 1.85620, -5.87334)
H (-2.37364, 2.86837, -4.63581)
H (0.34193, 1.41523, -2.71801)
H (-0.70230, 2.85773, -2.78464)
H (0.26006, 2.38479, -4.19322)
H (-3.49456, -1.36661, -1.81200)
H (-3.36871, -2.61315, -3.07061)
H (-4.63255, -1.37604, -3.16751)
H (-1.69331, -0.61808, -5.48081)
H (-3.46033, -0.74660, -5.61902)
H (-2.51186, -2.14971, -5.12871)
H (0.98905, -2.95978, 1.18813)
H (0.02915, -4.30758, 1.83830)
H (1.47382, -3.73316, 2.69590)
H (-1.21558, -2.27011, 4.67131)
H (0.45712, -2.84045, 4.86665)
H (-0.78428, -3.91845, 4.20982)
C (5.09080, 4.79925, 4.19136)
C (4.30264, 3.88451, 3.30009)
C (4.91873, 3.21899, 2.24101)
C (4.20684, 2.35888, 1.42245)
C (2.85619, 2.15224, 1.67158)
C (2.21638, 2.81165, 2.71262)
C (2.94115, 3.67299, 3.51709)
S (1.98369, 1.02268, 0.64572)
O (1.90615, -0.26615, 1.32160)
O (2.61659, 1.00754, -0.64996)
N (0.47135, 1.57237, 0.58118)
C (0.17194, 2.84234, 0.10723)
C (1.02689, 3.86350, -0.30906)
C (0.45531, 5.05672, -0.70115)
C (-0.93117, 5.22086, -0.70130)
C (-1.71261, 4.15484, -0.32980)
N (-1.16988, 2.99027, 0.06492)
H (5.86091, 5.32828, 3.63207)
H (5.59024, 4.22396, 4.97346)
H (4.44910, 5.53188, 4.67746)
H (5.97099, 3.38645, 2.04834)
H (4.68600, 1.86453, 0.58815)
H (1.15422, 2.67803, 2.87284)
H (2.44241, 4.20068, 4.32054)
H (2.09684, 3.72230, -0.32219)
H (1.09372, 5.87251, -1.01473)
H (-1.38790, 6.15369, -0.99605)
H (-2.79250, 4.20172, -0.33574)
F (-4.56373, -0.33514, -0.31028)
C (-3.93096, 0.43539, 0.64153)
F (-4.25224, -0.16543, 1.84925)
C (-4.65264, 1.78002, 0.64159)
F (-4.38358, 2.40034, -0.53504)
F (-4.12611, 2.55448, 1.61680)
F (-5.96200, 1.73567, 0.79871)
C (1.91814, -3.55901, -3.65619)
N (2.45828, -3.19108, -2.36109)
C (3.75693, -3.71579, -1.90367)
C (3.97935, -2.97566, -0.57011)
N (2.68360, -2.31886, -0.36320)
C (1.91748, -2.43663, -1.42636)
S (0.39374, -1.54144, -1.58716)
H (2.64302, -3.30959, -4.43014)
H (1.00074, -3.00585, -3.83586)
H (1.72007, -4.63103, -3.68972)
H (4.52405, -3.50037, -2.64540)
H (3.68648, -4.79692, -1.77884)
H (4.76660, -2.22552, -0.63509)
H (4.20517, -3.65402, 0.24877)
H (2.49419, -1.59558, 0.33868)

Cartesian forces, eV/Å:
Zr -0.049 -0.353 -0.075
C 0.028 0.033 -0.022
N 0.000 -0.022 0.007
C 0.005 0.000 -0.001
C 0.033 0.027 -0.012
N 0.000 0.047 0.033
C 0.014 -0.011 0.035
C -0.005 -0.005 0.019
C 0.001 0.003 0.008
C -0.007 0.009 -0.010
C -0.025 0.006 -0.031
C 0.002 0.008 -0.015
N 0.042 0.143 0.124
C 0.044 0.027 -0.081
N -0.007 0.045 0.090
C -0.006 -0.019 -0.024
C -0.002 -0.022 -0.001
N -0.050 -0.064 -0.011
C 0.053 -0.019 0.030
C -0.006 -0.032 0.000
N 0.002 -0.033 -0.004
C -0.038 0.037 -0.034
C 0.001 0.001 -0.006
H -0.051 -0.020 0.007
H 0.016 -0.010 -0.030
H 0.075 0.041 0.061
H 0.000 0.009 0.000
H -0.003 0.003 0.001
H -0.001 -0.003 -0.001
H 0.001 -0.001 0.000
H 0.000 0.001 0.000
H 0.002 0.001 0.000
H 0.007 0.003 -0.007
H 0.025 0.041 0.016
H -0.009 -0.005 -0.007
H 0.015 0.005 -0.002
H 0.000 0.008 0.010
H -0.011 0.019 0.026
H 0.001 0.007 0.004
H 0.012 -0.031 -0.113
H 0.010 -0.023 -0.005
H -0.001 0.000 -0.001
H -0.008 -0.010 0.000
H 0.005 -0.010 -0.006
H -0.001 0.001 0.003
H -0.041 -0.031 0.051
H -0.008 -0.006 -0.002
H 0.003 -0.002 0.004
H -0.003 0.006 0.003
H 0.001 0.000 0.003
H -0.001 0.001 0.001
C 0.001 0.000 0.000
C 0.006 -0.002 0.002
C -0.004 0.000 0.000
C 0.005 -0.007 -0.003
C -0.002 -0.006 0.016
C -0.005 -0.006 -0.004
C 0.004 0.007 -0.002
S -0.014 0.085 -0.069
O -0.039 0.033 0.097
O -0.007 -0.012 0.017
N 0.001 -0.025 -0.031
C 0.001 0.008 -0.024
C -0.014 0.010 0.015
C -0.007 0.004 -0.002
C 0.007 -0.002 -0.004
C 0.001 -0.003 -0.019
N -0.046 -0.044 -0.007
H 0.000 0.000 0.000
H 0.000 0.000 0.000
H 0.000 0.000 -0.001
H 0.000 -0.001 -0.001
H 0.002 0.000 -0.001
H -0.001 0.000 0.002
H 0.000 0.001 -0.001
H -0.002 0.001 0.001
H -0.001 0.001 -0.001
H 0.000 -0.001 0.000
H 0.001 0.000 -0.001
F -0.039 0.046 0.089
C 0.001 0.208 0.024
F 0.010 -0.025 -0.034
C -0.014 -0.009 -0.011
F -0.012 -0.009 0.013
F 0.001 -0.006 -0.002
F 0.000 -0.005 0.007
C -0.004 -0.002 0.002
N 0.017 0.006 -0.012
C 0.006 0.007 0.002
C -0.023 -0.014 -0.008
N 0.034 -0.077 -0.126
C 0.028 -0.002 0.048
S 0.021 -0.014 -0.027
H 0.001 -0.003 -0.001
H -0.002 -0.001 0.000
H -0.004 0.002 0.001
H 0.003 -0.006 0.001
H -0.007 -0.001 0.003
H -0.004 0.006 -0.008
H 0.012 0.000 0.003
H 0.021 0.056 0.020

These are the Löwdin partial charges, in e, on atoms 1 to 8: number 1, Zr, carries 1.69; number 2, C, carries -0.04; number 3, N, carries -0.11; number 4, C, carries -0.02; number 5, C, carries -0.37; number 6, N, carries -0.02; number 7, C, carries -0.33; number 8, C, carries -0.01